(1)
This record from OMol25 describes C24H17ClN2O4Pd as an isolated structure in a non-equilibrium geometry. The level of theory is wB97M-V/def2-TZVPD.

Summary:
- calculated total energy (eV) = -52333.8612
- HOMO-LUMO gap (alpha / beta) (Eh) = 0.2436 / 0.2378
- 2S+1 = 3
- net charge = 0
- LUMO level (alpha / beta) (eV) = -1.02 / -1.22

The geometry in XYZ format:
```
49
Properties=species:S:1:pos:R:3:forces:R:3
Pd -0.2471 -1.2483 -0.8458 -0.5 -2.0 0.9
C -3.5929 -2.1950 -1.0010 -0.1 -0.3 0.1
O -2.5699 -1.2268 -1.1499 0.1 0.6 0.0
C -2.9171 0.1104 -1.1934 0.6 0.1 -0.1
C -4.2331 0.5350 -1.1992 -0.1 0.0 0.0
C -4.5445 1.8852 -1.2722 0.2 -0.1 0.0
C -3.5266 2.8191 -1.3581 -0.2 0.1 0.0
C -2.2082 2.4156 -1.3559 0.1 -0.5 0.0
C -1.8598 1.0584 -1.2618 -1.5 1.2 -0.1
N -0.5389 0.6546 -1.2796 2.1 0.5 0.2
N 0.3814 1.5587 -1.1608 -1.5 0.4 -0.5
C 1.6878 1.3420 -1.0858 0.2 -1.5 0.2
C 2.3134 0.0319 -1.0365 -0.8 -0.3 -0.5
O 1.7276 -1.0564 -1.3905 0.8 0.8 0.6
C 3.6554 -0.0543 -0.5739 1.0 0.2 0.1
C 4.4257 1.0484 -0.3782 -0.5 -0.8 -0.2
C 3.9191 2.3403 -0.6694 -0.5 0.6 -0.2
C 4.7661 3.4581 -0.6758 -0.1 0.0 0.0
C 4.2902 4.6984 -1.0188 0.1 0.0 0.0
C 2.9387 4.8583 -1.3364 0.0 -0.1 0.0
C 2.0852 3.7811 -1.3137 -0.1 0.0 0.0
C 2.5500 2.4955 -1.0007 0.5 0.5 0.1
H -4.2139 -1.9941 -0.1236 0.1 0.1 -0.1
H -3.0862 -3.1500 -0.8634 0.0 0.1 -0.1
H -4.2171 -2.2418 -1.8993 0.1 0.0 0.1
H -5.0351 -0.1831 -1.1541 0.0 -0.1 0.0
H -5.5796 2.1917 -1.2664 -0.1 0.0 0.0
H -3.7624 3.8698 -1.4272 0.0 0.1 0.0
H -1.4062 3.1331 -1.4284 0.0 0.0 0.0
H 4.0543 -1.0511 -0.4504 0.0 0.0 0.1
H 5.4462 0.9590 -0.0380 0.1 -0.1 0.0
H 5.8098 3.3119 -0.4344 0.1 0.0 0.0
H 4.9585 5.5457 -1.0570 0.0 0.1 0.0
H 2.5708 5.8327 -1.6227 -0.1 0.1 0.0
H 1.0432 3.8970 -1.5700 0.0 0.1 0.0
Cl -0.4107 -5.6602 5.2166 0.0 -0.2 0.2
C -0.3884 -4.3940 4.0371 0.0 -0.3 -0.4
C -0.3797 -3.0577 4.4695 0.0 0.1 -0.3
C -0.3963 -2.0527 3.5495 0.0 0.0 0.0
C -0.4247 -2.3008 2.1406 0.0 -0.5 0.1
O -0.5244 -1.3038 1.3627 0.2 0.5 -1.0
C -0.3690 -3.6789 1.7251 0.0 0.6 0.2
C -0.2690 -4.0913 0.3645 0.0 -0.4 0.1
O -0.1757 -3.4188 -0.6674 -0.1 0.0 -0.1
C -0.3737 -4.6974 2.7057 0.0 0.2 0.2
H -0.3601 -2.8397 5.5267 0.0 0.0 0.1
H -0.3999 -1.0167 3.8493 0.0 0.1 0.1
H -0.2601 -5.1896 0.2361 0.0 0.1 0.0
H -0.3546 -5.7272 2.3779 0.0 -0.1 0.0
```
Positions in Å, forces in eV/Å.

---

(2)
This record from OMol25 describes a 2-piece molecular cluster, C24H17F4N2S overall in a non-equilibrium geometry. The level of theory is wB97M-V/def2-TZVPD.

Summary:
- calculated total energy (eV) = -49841.3665
- relative energy (zero: lowest compared OMol25 entry of this formula, charge and spin) (eV) = 0.000
- HOMO-LUMO gap (Eh) = 0.1519
- net charge = +1
- LUMO level (eV) = -6.03

The geometry in XYZ format:
```
48
Properties=species:S:1:pos:R:3:forces:R:3
F 3.8904 -4.3804 1.9489 -0.1 1.1 0.2
C 3.7342 -3.0377 2.0330 -0.1 0.1 -0.2
C 4.1989 -2.3419 3.1355 0.4 -0.4 0.7
C 4.0547 -0.9669 3.2217 0.0 0.0 -0.1
F 4.5252 -0.2960 4.3011 -0.4 -0.6 -0.9
C 3.4363 -0.2874 2.1971 0.0 0.6 0.1
C 2.9594 -0.9619 1.0640 0.4 -0.4 0.7
C 2.3366 -0.2375 0.0099 -0.2 -0.1 0.2
C 1.9057 -0.8291 -1.1506 0.0 -0.2 -0.3
C 1.2910 -0.1677 -2.1819 0.1 -0.1 0.3
C 0.8378 -0.8273 -3.3581 -0.4 -0.5 -0.9
C 0.2604 -0.0934 -4.4025 -0.1 0.6 0.0
C -0.2015 -0.7166 -5.5403 0.0 0.0 0.0
F -0.7603 0.0101 -6.5364 0.5 -0.7 0.8
C -0.0937 -2.0920 -5.6557 -0.3 -0.3 -0.8
C 0.4772 -2.8453 -4.6453 0.1 0.1 0.2
F 0.5800 -4.1905 -4.7640 -0.1 1.1 0.0
C 0.9391 -2.2204 -3.5118 0.2 -0.5 0.3
C 3.1211 -2.3551 1.0101 -0.1 -0.4 -0.3
H 4.6857 -2.8783 3.9294 0.1 -0.1 0.3
H 3.3265 0.7780 2.2733 0.0 0.3 0.0
H 2.1872 0.8208 0.1270 0.0 0.4 0.2
H 2.0727 -1.8802 -1.2657 0.0 -0.2 0.0
H 1.1318 0.8917 -2.0874 -0.1 0.4 -0.1
H 0.1773 0.9747 -4.3259 -0.1 0.3 0.0
H -0.4621 -2.5846 -6.5365 -0.1 -0.1 -0.3
H 1.3683 -2.8423 -2.7496 0.1 -0.2 0.2
H 2.7635 -2.9276 0.1755 -0.1 -0.2 -0.1
C -5.0665 3.4503 1.1454 -0.1 -0.1 -0.3
C -4.0360 3.0252 1.9555 0.6 -0.3 0.2
C -3.1204 2.1069 1.4559 1.1 -0.7 0.2
C -3.2319 1.6257 0.1464 0.2 0.2 0.4
C -4.2872 2.0351 -0.6440 0.3 -0.2 -0.2
C -5.1972 2.9507 -0.1432 -0.1 0.1 0.0
S -1.8636 0.5669 -0.2881 0.1 -0.3 0.3
C -1.1958 0.6789 1.3450 -0.2 0.9 1.9
N -0.1969 0.2016 2.0177 -0.3 -0.8 -3.4
C -0.2188 0.7362 3.3285 0.2 0.4 1.4
C -1.4233 1.7013 3.4384 -0.5 0.2 -0.4
N -1.9881 1.5516 2.0932 -0.7 0.3 -0.5
H -5.7678 4.1826 1.5125 -0.1 0.0 0.1
H -3.9145 3.4041 2.9536 0.0 0.1 0.3
H -4.3817 1.6529 -1.6454 -0.1 0.0 -0.2
H -6.0063 3.2953 -0.7667 -0.1 0.0 -0.1
H -0.2957 -0.0860 4.0532 0.1 0.2 -0.1
H 0.7294 1.2571 3.5154 -0.2 -0.1 0.2
H -2.1523 1.4070 4.2004 0.1 0.0 -0.1
H -1.1287 2.7416 3.6117 0.0 -0.1 0.0
```
Positions in Å, forces in eV/Å.